w:
DFT (ωB97M-V with the def2-TZVPD basis set) results for 2 unconnected molecules or ions with the total composition C3H11N3.

Last column: Löwdin charge in e.
Cartesian coordinates (Å):
C: -0.6520 -1.7487 -0.3615  0.041
C: -0.0828 0.2493 -1.8847  -0.163
C: -0.4834 1.1351 1.6086  -0.064
N: 1.5661 0.7530 0.3223  0.084
N: -0.6053 0.2395 -0.5595  -0.131
N: 0.1066 0.9199 0.2989  -0.345
H: -1.7554 -1.8434 -0.7091  0.073
H: 0.0373 -2.1679 -0.9862  -0.019
H: -0.5255 -1.9363 0.6579  -0.013
H: -0.3416 1.2344 -2.2693  0.083
H: 0.9942 0.0311 -2.0136  0.080
H: -0.5127 -0.5581 -2.3527  0.030
H: 0.1078 1.8935 2.1418  0.082
H: -1.4601 1.2544 1.5563  0.020
H: -0.3673 0.1834 2.3204  0.117
H: 1.7712 0.7008 1.3407  0.073
H: 1.7532 1.6975 0.1374  0.052

Results
**Molar mass**: 89.1 g/mol
**LUMO**: 0.0359 hartree
**Frontier orbital gap**: 8.4 eV
**Multiplicity**: 1

***

x:
DFT (ωB97M-V with the def2-TZVPD basis set) results for 2 unconnected molecules or ions with the total composition C3H11N3.

Last column: Löwdin charge in e.
Cartesian coordinates (Å):
C: 1.4296 2.0111 1.5255  -0.120
C: 1.8832 1.9686 0.0776  -0.322
N: 0.9762 1.1493 -0.7641  -0.046
H: 2.2293 2.3963 2.1597  0.063
H: 1.2105 0.9812 1.8171  0.067
H: 0.5957 2.6832 1.7303  0.066
H: 2.8266 1.4371 -0.0257  0.096
H: 1.7490 2.9635 -0.3403  0.097
H: 0.2171 0.4989 -0.6629  0.012
H: 1.0991 1.3219 -1.7499  0.043
N: -2.0461 -3.3148 -1.2731  0.049
C: -1.9925 -2.3357 -0.2551  -0.374
N: -0.9976 -1.5829 -0.0072  0.072
H: -2.9069 -3.7965 -1.0474  0.065
H: -1.9751 -3.0961 -2.2513  0.080
H: -2.9562 -2.1720 0.2300  0.108
H: -1.3418 -1.1130 0.8367  0.041

Results
**Molar mass**: 89.1 g/mol
**LUMO**: 0.0298 hartree
**Frontier orbital gap**: 8.8 eV
**Multiplicity**: 1
**Structure (SMILES)**: [H]/N=C/N.CCN

***

Sorted by energy, starting with the most stable: x, w.

***

w:
DFT (ωB97M-V with the def2-TZVPD basis set) results for a molecular structure, C23H22AuN6OSeSi.

Last column: Löwdin charge in e.
Cartesian coordinates (Å):
Au: -0.6251 -0.9285 0.3954  1.090
C: 3.1288 0.7894 0.4002  -0.078
C: 2.8435 -0.6692 0.4687  -0.299
C: 3.9126 -1.5266 0.6570  -0.080
C: 3.6734 -2.8892 0.7631  -0.097
C: 2.3927 -3.3466 0.6705  -0.066
C: 1.3260 -2.4453 0.4464  -0.476
N: 1.5413 -1.1017 0.3942  -0.007
N: 0.0256 -2.8684 0.4025  -0.153
Si: -0.3674 -4.1163 -0.7885  0.417
C: -1.9591 -3.6677 -1.6685  -0.212
C: 0.9677 -4.4117 -2.0675  -0.179
C: -0.7103 -5.7103 0.1526  -0.180
H: 4.1616 0.9648 0.0859  0.077
H: 2.9743 1.2537 1.3756  0.097
H: 2.4758 1.2612 -0.3172  0.034
H: 4.9211 -1.1399 0.7278  0.094
H: 4.4884 -3.5865 0.9233  0.099
H: 2.1872 -4.4049 0.7782  0.095
H: -1.8358 -2.7513 -2.2487  0.026
H: -2.7604 -3.5128 -0.9542  -0.006
H: -2.2536 -4.4742 -2.3553  0.021
H: 1.2571 -3.4811 -2.5616  0.035
H: 0.6035 -5.0995 -2.8352  0.026
H: 1.8629 -4.8570 -1.6283  0.015
H: -1.5158 -5.5580 0.8727  0.029
H: 0.1790 -6.0434 0.6955  0.012
H: -1.0093 -6.5058 -0.5363  0.019
Se: -5.9066 -1.5179 -0.4372  1.088
N: -6.1633 0.2079 -0.1329  -0.283
C: -5.0039 0.7647 0.1316  -0.419
C: -4.8576 2.1250 0.4151  -0.034
C: -3.6182 2.5815 0.6703  -0.047
C: -2.4866 1.7141 0.6534  -0.119
N: -2.5265 0.4123 0.3950  0.027
C: -3.8354 -0.1091 0.1194  -0.350
N: -4.1346 -1.3639 -0.1683  -0.257
H: -5.7138 2.7876 0.4291  0.114
H: -3.4787 3.6319 0.8948  0.097
H: -1.5351 2.1390 0.8695  0.028
O: -2.1119 -1.9914 0.4101  -0.630
N: 2.5841 8.7606 0.1071  0.129
C: 2.2424 7.6626 0.1485  -0.203
C: 1.8162 6.2930 0.2004  -0.255
C: 2.6760 5.2756 -0.2104  -0.032
C: 2.2689 3.9543 -0.1619  -0.022
C: 0.9865 3.6210 0.3012  -0.224
C: 0.1300 4.6549 0.7112  -0.025
C: 0.5404 5.9734 0.6612  -0.038
C: 0.5277 2.2619 0.3654  -0.175
C: 0.0949 1.1095 0.3816  -0.145
H: 3.6693 5.5140 -0.5708  0.115
H: 2.9502 3.1843 -0.4858  0.091
H: -0.8641 4.4244 1.0718  0.102
H: -0.1362 6.7559 0.9827  0.114

Results
**Molar mass**: 702.5 g/mol
**Net charge**: -1
**LUMO (alpha / beta)**: 0.0549 / 0.0548 hartree
**Frontier orbital gap (alpha / beta)**: 4.7 / 4.9 eV
**Multiplicity**: 1

***

x:
DFT (ωB97M-V with the def2-TZVPD basis set) results for a molecular structure, C23H22AuN6OSeSi.

Last column: Löwdin charge in e.
Cartesian coordinates (Å):
Au: -0.3552 1.3194 0.8438  1.046
C: -1.5579 4.8181 -0.5387  -0.037
C: -0.5075 4.1191 -1.3733  -0.339
C: 0.0346 4.6861 -2.5065  -0.070
C: 1.0037 3.9340 -3.2039  -0.092
C: 1.3870 2.7037 -2.7333  -0.044
C: 0.7956 2.1900 -1.5448  -0.462
N: -0.1638 2.9022 -0.9459  0.057
N: 1.1622 1.0434 -0.9069  -0.150
Si: 1.3698 -0.4560 -1.6938  0.330
C: 2.9530 -0.5859 -2.7210  -0.189
C: 1.4875 -1.8162 -0.4114  -0.182
C: -0.0706 -0.8000 -2.8479  -0.170
H: -2.4571 5.0068 -1.1293  0.074
H: -1.1865 5.7837 -0.1898  0.073
H: -1.8101 4.1883 0.3155  0.051
H: -0.2803 5.6692 -2.8281  0.095
H: 1.4650 4.3273 -4.1025  0.094
H: 2.1616 2.1409 -3.2354  0.079
H: 3.8461 -0.4157 -2.1137  0.020
H: 2.9723 0.1333 -3.5422  0.004
H: 3.0277 -1.5871 -3.1567  0.021
H: 2.3866 -1.7280 0.2017  0.012
H: 1.5344 -2.7960 -0.8980  0.026
H: 0.6145 -1.8013 0.2434  0.000
H: -0.0971 -0.0540 -3.6475  0.023
H: -1.0112 -0.7388 -2.2947  0.019
H: -0.0062 -1.7883 -3.3121  0.023
Se: 0.8681 1.5692 6.2992  1.091
N: 2.5064 0.9099 6.0439  -0.257
C: 2.6519 0.7852 4.7524  -0.401
C: 3.8319 0.2906 4.0817  -0.021
C: 3.7967 0.2516 2.7394  -0.042
C: 2.6073 0.6862 2.0125  -0.126
N: 1.5158 1.1150 2.5477  0.070
C: 1.5010 1.1983 3.9246  -0.432
N: 0.4692 1.6439 4.5900  -0.216
H: 4.6881 -0.0232 4.6638  0.110
H: 4.6413 -0.1009 2.1621  0.100
H: 2.6169 0.6663 0.9255  0.072
O: -1.5184 2.1238 2.0882  -0.694
N: -5.4407 -7.1203 -0.2433  0.128
C: -4.8783 -6.1261 -0.1017  -0.203
C: -4.1773 -4.8866 0.0751  -0.254
C: -4.7499 -3.8573 0.8230  -0.038
C: -4.0735 -2.6660 0.9930  -0.023
C: -2.8085 -2.4660 0.4246  -0.241
C: -2.2478 -3.5102 -0.3265  -0.022
C: -2.9191 -4.7034 -0.5002  -0.036
C: -2.1014 -1.2423 0.5931  -0.130
C: -1.4877 -0.2076 0.7216  -0.195
H: -5.7263 -4.0011 1.2671  0.113
H: -4.5129 -1.8649 1.5719  0.119
H: -1.2739 -3.3610 -0.7732  0.105
H: -2.4769 -5.5014 -1.0822  0.114

Results
**Molar mass**: 702.5 g/mol
**Net charge**: -1
**LUMO (alpha / beta)**: 0.0460 / 0.0460 hartree
**Frontier orbital gap (alpha / beta)**: 5.6 / 5.6 eV
**Multiplicity**: 1

***

Sorted by energy, starting with the most stable: x, w.

***

w:
DFT (ωB97M-V with the def2-TZVPD basis set) results for C11H18N2O in the gas phase.

Last column: Löwdin charge in e.
Cartesian coordinates (Å):
C: 2.9342 2.9219 0.8909  -0.042
C: 1.9130 0.8080 0.7570  -0.269
C: 1.4392 -0.3193 2.6863  -0.128
C: 0.8079 -1.2767 1.9961  -0.165
C: 1.1611 -0.2003 0.0236  -0.200
C: 0.8500 -0.0089 -1.4342  -0.134
C: -0.0502 -1.1420 -1.9195  -0.188
C: -1.5400 -0.7570 -2.0947  -0.168
C: -2.3111 -0.5375 -0.7683  -0.383
C: -1.8292 0.7679 0.0174  -0.050
C: -2.4628 -1.7543 0.1288  -0.086
H: 3.5122 3.5691 0.2502  0.081
H: 1.9581 3.4333 1.1921  0.119
H: 3.4903 2.6443 1.7416  0.058
H: 1.4112 -0.2627 3.7836  0.111
H: 0.4177 -2.2033 2.4419  0.116
H: 1.7504 0.0534 -2.0112  0.107
H: 0.5351 1.0090 -1.7268  0.130
H: 0.0328 -2.0258 -1.3527  0.083
H: 0.2595 -1.4065 -2.9262  0.104
H: -1.9920 -1.5796 -2.6515  0.105
H: -1.6066 0.1812 -2.7085  0.121
H: -3.3349 -0.2886 -1.0298  0.113
H: -2.4195 1.0564 0.9278  0.091
H: -1.7237 1.5801 -0.7102  0.072
H: -0.8135 0.6437 0.3451  0.022
H: -1.6467 -2.1770 0.6696  0.042
H: -2.9611 -2.5503 -0.3640  0.061
H: -3.1115 -1.4482 0.9792  0.087
N: 1.9979 0.7828 2.1111  0.143
N: 0.7402 -1.2707 0.6823  0.112
O: 2.5921 1.7577 0.0731  -0.064

Results
**Molar mass**: 194.3 g/mol
**LUMO**: 0.0269 hartree
**Frontier orbital gap**: 9.6 eV
**Multiplicity**: 1
**Structure (SMILES)**: COc1nccnc1CCCC(C)C

***

x:
DFT (ωB97M-V with the def2-TZVPD basis set) results for C11H18N2O in the gas phase.

Last column: Löwdin charge in e.
Cartesian coordinates (Å):
C: -5.3600 0.7468 -0.6686  -0.307
C: -3.7200 -1.3781 -0.3076  -0.030
C: -2.7276 -0.8048 0.6651  -0.262
C: -3.3425 0.5975 0.3970  -0.119
C: -0.2400 -0.3736 1.0210  -0.163
C: 0.9718 0.0248 0.1181  -0.324
C: 1.8963 0.9328 0.8934  -0.185
C: 3.0423 1.4585 0.0590  -0.225
C: 3.9190 0.3738 -0.4999  -0.222
C: 3.0902 -0.6029 -1.3440  -0.171
C: 1.8898 -1.0008 -0.4823  -0.184
H: -4.1954 -2.3630 -0.0509  0.138
H: -3.3086 -1.3663 -1.3151  0.126
H: -3.0216 -1.1210 1.6794  0.156
H: -3.4930 1.2633 1.2912  0.142
H: -2.7947 1.1042 -0.3922  0.128
H: 0.2137 -1.1055 1.7467  0.132
H: -0.6737 0.4987 1.6534  0.154
H: 0.5105 0.6100 -0.7692  0.174
H: 2.3076 0.3687 1.7475  0.133
H: 1.5034 1.9422 1.1372  0.126
H: 3.6307 2.2503 0.4534  0.104
H: 2.7586 1.8297 -0.8846  0.100
H: 4.7235 0.8868 -1.1150  0.128
H: 4.4430 -0.1936 0.2551  0.104
H: 3.6180 -1.4521 -1.6651  0.089
H: 2.8436 -0.1810 -2.3070  0.109
H: 1.2759 -1.7803 -0.9009  0.110
H: 2.2108 -1.5882 0.3824  0.122
N: -6.1961 1.4933 -0.9559  0.134
N: -4.4611 -0.0753 -0.1563  -0.092
O: -1.3144 -0.9949 0.3146  -0.122

Results
**Molar mass**: 194.3 g/mol
**LUMO**: 0.0276 hartree
**Frontier orbital gap**: 10.1 eV
**Multiplicity**: 1
**Structure (SMILES)**: N#CN1CC(OCC2CCCCC2)C1

***

Sorted by energy, starting with the most stable: w, x.

***

w:
DFT (ωB97M-V with the def2-TZVPD basis set) results for 2 unconnected molecules or ions with the total composition C9H14O.

Last column: Löwdin charge in e.
Cartesian coordinates (Å):
C: 1.5517 -1.5539 0.5195  -0.165
C: 1.5599 -3.0606 0.7376  -0.141
H: 2.5227 -1.1055 0.7263  0.072
H: 1.4336 -1.2455 -0.5236  0.045
H: 0.8706 -0.9920 1.1591  0.058
H: 0.5911 -3.4674 1.0302  0.064
H: 2.2884 -3.3868 1.4755  0.072
H: 1.6978 -3.5509 -0.2271  0.067
C: -0.7731 3.1737 1.0056  -0.016
C: -1.6987 -0.2562 -0.1154  0.063
C: -0.8846 -0.3334 -1.3056  -0.276
C: -1.5158 0.7894 0.7291  0.020
C: -0.7001 1.8769 0.3124  -0.170
C: -0.0709 0.7314 -1.7373  0.035
C: 0.0875 1.7758 -0.8758  0.036
O: -1.1119 -1.4368 -1.9673  0.186
H: -2.3222 -1.1119 0.0612  0.142
H: -2.0178 0.8213 1.6894  0.142
H: 0.5413 0.6295 -2.6294  0.145
H: -0.5766 -1.5079 -2.7769  0.165
H: -0.0257 3.9008 0.6841  0.096
H: -0.4937 3.0889 2.0540  0.108
H: 0.7974 2.5624 -1.0762  0.136
H: -1.7509 3.6586 1.0505  0.117

Results
**Molar mass**: 138.2 g/mol
**Net charge**: +1
**LUMO (alpha / beta)**: -0.1394 / -0.2687 hartree
**Frontier orbital gap (alpha / beta)**: 10.0 / 7.3 eV
**Multiplicity**: 2

***

x:
DFT (ωB97M-V with the def2-TZVPD basis set) results for 2 unconnected molecules or ions with the total composition C9H14O.

Last column: Löwdin charge in e.
Cartesian coordinates (Å):
C: -2.7074 -0.1032 -1.4405  -0.182
C: -2.6046 -0.7498 -0.0570  -0.170
H: -1.8668 0.5271 -1.8294  0.023
H: -2.9258 -0.7482 -2.2695  0.061
H: -3.4384 0.7632 -1.3185  0.098
H: -1.7858 -1.4539 0.0756  0.024
H: -2.5650 0.0222 0.8121  0.100
H: -3.6172 -1.2393 -0.0474  0.084
C: 0.7033 1.3046 -1.5782  -0.019
C: 1.2162 0.5605 -0.4005  -0.230
C: 0.8159 -0.7826 -0.2701  0.043
C: 1.9563 1.2906 0.4026  0.027
C: 1.1289 -1.3582 0.9685  0.077
C: 2.3425 0.7360 1.6737  0.123
C: 1.9150 -0.5679 1.9189  -0.161
O: 1.8689 -1.0044 3.2348  0.148
H: 0.8111 0.8873 -2.5757  0.108
H: 1.1817 2.2545 -1.7867  0.091
H: 0.3178 -1.2225 -1.0799  0.120
H: 2.3196 2.2792 0.2558  0.137
H: 0.9898 -2.4056 1.2170  0.135
H: 2.8481 1.3696 2.2813  0.108
H: 1.4990 -1.8995 3.3746  0.150
H: -0.4032 1.5403 -1.5617  0.104

Results
**Molar mass**: 138.2 g/mol
**Net charge**: +1
**LUMO (alpha / beta)**: -0.1473 / -0.2882 hartree
**Frontier orbital gap (alpha / beta)**: 10.2 / 6.5 eV
**Multiplicity**: 2

***

y:
DFT (ωB97M-V with the def2-TZVPD basis set) results for 2 unconnected molecules or ions with the total composition C9H14O.

Last column: Löwdin charge in e.
Cartesian coordinates (Å):
C: -3.5493 -4.0141 1.2665  -0.167
C: -3.8955 -2.6116 0.7869  -0.185
H: -3.8012 -4.6959 0.4616  0.068
H: -2.4655 -4.0056 1.4848  0.057
H: -3.8329 -4.3308 2.2707  0.066
H: -3.5985 -1.7904 1.4497  0.048
H: -4.9711 -2.4388 0.6836  0.065
H: -3.4258 -2.4679 -0.1831  0.053
C: -0.1698 -0.4083 1.7261  0.006
C: 1.8909 1.6117 -1.3610  -0.234
C: 2.2484 1.8032 -0.0162  0.059
C: 0.8201 0.7749 -1.7027  0.059
C: 1.4869 1.3304 1.0292  0.051
C: 0.0467 0.2640 -0.7091  0.032
C: 0.4026 0.4761 0.6471  -0.151
O: 2.5661 2.3572 -2.2504  0.122
H: 2.1623 3.2146 -2.4996  0.174
H: 3.1011 2.4386 0.1898  0.145
H: 0.5887 0.4919 -2.7222  0.147
H: 1.7840 1.4176 2.0616  0.134
H: -0.7690 -0.4216 -0.8983  0.140
H: -1.2456 -0.2499 1.5861  0.105
H: 0.1715 -0.0502 2.6962  0.090
H: 0.1192 -1.4562 1.7810  0.116

Results
**Molar mass**: 138.2 g/mol
**Net charge**: +1
**LUMO (alpha / beta)**: -0.1570 / -0.2910 hartree
**Frontier orbital gap (alpha / beta)**: 9.5 / 5.9 eV
**Multiplicity**: 2

***

Sorted by energy, starting with the most stable: w, y, x.

***

w:
DFT (ωB97M-V with the def2-TZVPD basis set) results for 2 unconnected molecules or ions with the total composition C9H14O.

Last column: Löwdin charge in e.
Cartesian coordinates (Å):
C: -2.4433 0.4081 1.6543  -0.179
C: -3.3535 0.3497 2.9092  -0.144
H: -2.2305 -0.6208 1.3736  0.049
H: -2.9317 0.9051 0.8174  0.058
H: -1.4902 0.8936 1.8630  0.055
H: -4.3590 0.6621 2.6404  0.066
H: -3.0175 0.9924 3.7241  0.065
H: -3.2905 -0.6428 3.3133  0.055
C: 1.7577 -2.6132 -1.2376  -0.009
C: 1.1683 1.6153 -1.1239  -0.238
C: 2.4689 1.0781 -1.3961  0.049
C: 0.0681 0.7434 -0.9143  0.063
C: 2.6149 -0.2658 -1.3523  0.028
C: 0.2150 -0.6168 -1.0219  0.026
C: 1.4895 -1.1603 -1.2408  -0.172
O: 0.9684 2.8653 -0.8221  0.203
H: 3.2926 1.7785 -1.2985  0.140
H: 1.6938 3.4474 -1.0954  0.161
H: -0.9358 1.1112 -0.7392  0.129
H: 3.5727 -0.7163 -1.5441  0.135
H: -0.6711 -1.1883 -0.7776  0.133
H: 2.6503 -2.8870 -0.6754  0.106
H: 1.8396 -2.9826 -2.2668  0.120
H: 0.9231 -3.1566 -0.7893  0.098

Results
**Molar mass**: 138.2 g/mol
**Net charge**: +1
**LUMO (alpha / beta)**: -0.1395 / -0.2740 hartree
**Frontier orbital gap (alpha / beta)**: 10.2 / 6.9 eV
**Multiplicity**: 2

***

x:
DFT (ωB97M-V with the def2-TZVPD basis set) results for 2 unconnected molecules or ions with the total composition C9H14O.

Last column: Löwdin charge in e.
Cartesian coordinates (Å):
C: -4.2371 -1.5314 -0.6162  -0.150
C: -2.9765 -0.7814 -1.0077  -0.181
H: -4.4297 -2.2865 -1.3806  0.070
H: -4.1914 -1.9661 0.3700  0.063
H: -5.0983 -0.8634 -0.6916  0.071
H: -2.0802 -1.3784 -0.7800  0.029
H: -2.7813 0.0887 -0.3657  0.056
H: -2.8694 -0.4587 -2.0396  0.070
C: -0.3901 1.5319 2.3844  -0.002
C: 2.2814 1.0723 -0.2439  0.069
C: 1.9027 -0.1828 -0.8322  -0.242
C: 1.4411 1.6031 0.6982  0.026
C: 0.3709 0.8499 1.3237  -0.165
C: 0.7415 -0.8359 -0.3707  0.038
C: 0.1354 -0.4345 0.7935  0.009
O: 2.6404 -0.6124 -1.8201  0.191
H: 3.1503 1.6757 -0.4622  0.142
H: 1.5181 2.6520 0.9499  0.131
H: 0.3289 -1.7643 -0.7467  0.135
H: 2.3260 -1.4769 -2.1993  0.182
H: -0.1238 1.0277 3.3304  0.124
H: -1.4705 1.4437 2.3350  0.107
H: -0.7043 -1.0288 1.1291  0.131
H: 0.0309 2.5093 2.6001  0.094

Results
**Molar mass**: 138.2 g/mol
**Net charge**: +1
**LUMO (alpha / beta)**: -0.1363 / -0.2737 hartree
**Frontier orbital gap (alpha / beta)**: 10.2 / 7.0 eV
**Multiplicity**: 2

***

Sorted by energy, starting with the most stable: w, x.